1.
The following is a quantum chemistry calculation of 2 unconnected molecules or ions with the total composition C3H6O2S, from the OMol25 dataset.

Spin multiplicity: 1
ΔE to the lowest compared entry with this formula, charge and spin: 123.1 kcal per mole
Lowest unoccupied orbital energy: 0.49 eV
Molar mass: 106.1 g mol⁻¹

Atoms and positions in Å:
C -2.283067 -1.180945 -0.688533
C 1.561937 1.090591 -0.122258
C 1.069569 -0.342786 0.289055
O -3.325157 0.554284 0.833886
O 1.898184 -0.930550 0.953896
S -2.265546 0.271283 -0.055744
H -3.145567 -1.877704 -0.640882
H 1.521338 1.049901 -1.153519
H 2.550994 1.246639 0.276111
H 0.975818 2.001391 0.238863
H -1.332052 -1.453295 -1.091567
H 2.773543 -0.428813 1.160694

Forces on atoms 1 to 2 (eV/Å):
-1.0 -0.7 0.0
-1.5 -0.2 2.8

=====

2.
The following is a quantum chemistry calculation of a gas-phase ion, CH5N2O (charge +1), from the OMol25 dataset.

Spin multiplicity: 3
ΔE to the lowest compared entry with this formula, charge and spin: 0.0 kcal per mole
Lowest unoccupied orbital energy (spin up / spin down): -4.04 / -9.16 eV
Molar mass: 61.1 g mol⁻¹
Charge: +1
<S²>: 2.007

Atoms and positions in Å:
C -0.712404 0.182588 -0.082183
N -0.038415 1.352425 0.134129
N 0.390326 -1.018563 -0.002155
O -1.810896 -0.235173 -0.311201
H 0.841299 1.606580 0.468844
H -0.566203 2.118005 -0.163741
H -0.166475 -1.764793 -0.236090
H 0.812464 -1.259878 0.919952
H 1.250302 -0.981195 -0.727554

Forces on atoms 1 to 2 (eV/Å):
9.8 -1.9 1.9
-2.5 0.7 -0.9

=====

3.
The following is a quantum chemistry calculation of a single C5H8O molecule, from the OMol25 dataset.

Spin multiplicity: 1
ΔE to the lowest compared entry with this formula, charge and spin: 92.4 kcal per mole
Lowest unoccupied orbital energy: 0.86 eV
Molar mass: 84.1 g mol⁻¹

Atoms and positions in Å:
C -2.203303 0.478818 0.803836
C -0.822316 -0.451460 -0.707536
O -0.987084 0.616177 0.060890
C 0.610486 -0.719880 -0.856506
C 1.737321 0.293225 -0.905960
C 1.476652 -0.407775 0.368971
H -3.076899 0.626311 0.167099
H -2.218183 -0.534278 1.209986
H -2.154749 1.201599 1.618107
H 0.795839 -1.669223 -1.347172
H 1.465974 1.341212 -0.989096
H 2.594381 -0.017752 -1.495350
H 2.151578 -1.184831 0.713086
H 0.983937 0.169489 1.147910

Forces on atoms 1 to 2 (eV/Å):
-0.4 0.1 0.2
0.5 0.1 0.3

=====

4.
The following is a quantum chemistry calculation of a single C4H7N3O3 molecule, from the OMol25 dataset.

Spin multiplicity: 1
ΔE to the lowest compared entry with this formula, charge and spin: 89.3 kcal per mole
Lowest unoccupied orbital energy: 0.35 eV
Molar mass: 145.1 g mol⁻¹

Atoms and positions in Å:
N 3.077990 -0.171548 -0.142103
C 1.694411 -0.639351 -0.141975
C 0.725152 0.345942 0.328626
N -0.574339 0.215704 -0.353066
O -1.212728 -1.047491 -0.058342
C -2.588385 -0.783878 -0.109335
O -3.399596 -1.584851 0.023593
N -2.749886 0.704035 -0.108785
C -1.477994 1.233335 -0.176047
O -1.269970 2.456652 -0.111256
H 3.336072 -0.017495 0.760061
H 3.583654 -0.676511 -0.758808
H 1.547429 -1.498851 0.276856
H 1.469657 -1.154884 -1.227299
H 1.190523 1.408154 0.240716
H 0.536053 0.089042 1.359795
H -3.888044 1.122004 0.197361

Forces on atoms 1 to 2 (eV/Å):
-4.4 1.7 -0.7
1.5 1.3 -6.5

=====

5.
The following is a quantum chemistry calculation of 2 unconnected molecules or ions with the total composition C11H23N3O, from the OMol25 dataset.

Spin multiplicity: 3
Lowest unoccupied orbital energy (spin up / spin down): -7.19 / -11.98 eV
Molar mass: 213.3 g mol⁻¹
Charge: +2
<S²>: 2.006

Atoms and positions in Å:
C -0.790145 4.021793 0.084994
C -0.503388 2.915830 -0.607192
C -3.625362 -0.136813 0.392974
C -2.500450 -2.380548 0.185712
C 5.219893 -0.637521 -0.340288
C -2.569550 0.480343 -0.528777
C -1.425962 -1.644505 -0.657960
C 3.941624 -0.069654 0.114268
C 7.209670 -1.011225 1.066856
C -3.809190 -1.549696 0.131533
C 0.182167 1.675496 -0.004636
N 6.220729 -0.701079 0.376969
N -1.277114 -0.271626 -0.279323
N -0.095514 0.386360 -0.728528
O -4.787205 -2.121881 0.926988
H -1.344331 4.817593 -0.273014
H -0.531003 4.277922 1.092642
H -0.927957 2.722088 -1.661948
H -3.457042 0.093373 1.478944
H -4.510502 0.365683 0.103223
H -2.624174 -3.415737 -0.080692
H -1.965606 -2.299615 1.191458
H 5.320515 -1.046731 -1.302512
H 3.265721 0.240017 -0.632227
H -2.967723 0.586775 -1.573483
H -2.397801 1.613979 -0.382475
H -0.421252 -2.062521 -0.553074
H -1.806204 -1.719561 -1.680511
H 4.130853 0.764023 0.925019
H 3.437395 -0.836472 0.587011
H 7.998262 -0.377844 1.017700
H 7.239406 -1.843729 1.652985
H -4.128013 -1.550982 -0.900061
H 0.139140 1.501181 1.049767
H 1.274190 1.749289 -0.074466
H -0.250404 0.646564 -1.739687
H -1.145330 -0.249099 0.761702
H -4.311397 -2.779195 1.459091

Forces on atoms 1 to 2 (eV/Å):
0.7 -1.3 -0.1
-1.0 -0.7 0.1